(1)
The following is a DFT calculation (ωB97M-V/def2-TZVPD) of the molecule C3H2O3S.

2S+1: 1
SMILES: O=CC(=O)C(=O)S
Kohn-Sham gap: 8.45 eV
energy relative to the best compared isomer or geometry (same formula, charge and spin): 2.474 eV

Geometry (Å):
O 0.9394 -1.7101 -0.2251
C 1.2987 -0.5949 -0.0096
C 0.5030 0.7223 -0.0984
O 1.1183 1.7737 0.0260
C -1.0939 0.7891 -0.1947
O -1.4755 1.9427 -0.1346
S -2.2045 -0.6329 0.0055
H 2.3108 -0.4983 0.4418
H -1.3963 -1.7917 0.1892

Quick look at the natural (NBO) charges, all values in e: atom 1 (O): -0.47, atom 2 (C): 0.35, atom 3 (C): 0.38, atom 4 (O): -0.41, atom 5 (C): 0.32, atom 6 (O): -0.47, atom 7 (S): -0.01, atom 8 (H): 0.14, atom 9 (H): 0.19



(2)
The following is a DFT calculation (ωB97M-V/def2-TZVPD) of the molecule C2H5N3OS2.

2S+1: 1
SMILES: NNC(=S)N(O)C=S
Kohn-Sham gap: 8.31 eV
energy relative to the best compared isomer or geometry (same formula, charge and spin): 6.786 eV

Geometry (Å):
N -2.1766 1.3859 -0.0118
N -0.9183 0.6189 0.3555
C -0.6067 -0.5617 0.1785
S -1.3969 -1.7815 -0.5734
N 0.8536 -0.6368 0.0189
O 1.4962 -1.5340 1.0767
C 1.6734 0.2105 -0.6635
S 3.2707 0.0128 -0.3400
H -2.3652 0.6503 -0.9957
H -3.0961 1.3161 0.8546
H -0.3013 1.2503 0.9418
H 2.3707 -1.9719 0.4008
H 1.1964 1.0410 -1.2424

Quick look at the natural (NBO) charges, all values in e: atom 1 (N): -0.66, atom 2 (N): -0.42, atom 3 (C): 0.22, atom 4 (S): -0.13, atom 5 (N): -0.17, atom 6 (O): -0.54, atom 7 (C): -0.12, atom 8 (S): -0.11, atom 9 (H): 0.40, atom 10 (H): 0.39, atom 11 (H): 0.42, atom 12 (H): 0.50, atom 13 (H): 0.24



(3)
The following is a DFT calculation (ωB97M-V/def2-TZVPD) of a structure of composition C30H60IrP2Si2.

2S+1: 5
total charge: +1
Kohn-Sham gap (spin up / spin down): 6.58 / 6.52 eV
energy relative to the best compared isomer or geometry (same formula, charge and spin): 1.592 eV

Geometry (Å):
Ir -0.0597 0.9044 -0.4819
C -0.9803 -1.8413 0.3896
C 0.3288 -2.2123 -0.0514
C 0.5435 -0.2171 1.1753
C -0.8819 -0.6393 1.1564
C 1.2571 -1.2661 0.4074
C -2.2170 -2.6536 0.2439
H -2.2281 -3.2197 -0.6988
H -3.1064 -2.0079 0.2579
H -2.3242 -3.3746 1.0705
C -1.8287 -0.2872 2.2504
H -2.8734 -0.4392 1.9466
H -1.6903 0.7553 2.5687
H -1.6421 -0.9320 3.1290
C 1.1609 0.3427 2.4143
H 1.4195 -0.4685 3.1130
H 0.4784 1.0175 2.9307
H 2.0875 0.8651 2.1668
C 2.7303 -1.3789 0.4027
H 3.0819 -1.9823 1.2568
H 3.1968 -0.3862 0.4934
H 3.0962 -1.8517 -0.5183
C 0.6821 -3.4495 -0.8053
H 0.9270 -4.2710 -0.1163
H 1.5645 -3.2742 -1.4370
H -0.1385 -3.7880 -1.4482
C -1.4787 1.7740 -5.1640
C -1.8032 0.4600 -5.1692
C -1.2285 -0.5795 -6.0810
C 0.2448 -0.3629 -6.5052
C 1.1711 0.0810 -5.4122
C 1.5545 1.3642 -5.1835
C 0.9034 2.5841 -5.7649
C -0.5954 2.4574 -6.1634
H -1.8659 -0.6442 -6.9828
H 0.2829 0.2857 -7.3951
H -1.3142 -1.5722 -5.6091
H -0.6831 2.0254 -7.1741
H -2.0538 2.4562 -4.5248
H -2.7496 0.1246 -4.7267
H -0.9762 3.4877 -6.2733
H 1.0034 3.4302 -5.0639
H 2.5471 1.5578 -4.7477
H 1.4816 2.8871 -6.6592
H 0.6123 -1.3390 -6.8603
H 1.7414 -0.7412 -4.9620
P -1.5329 0.5340 -2.1297
C -3.1505 1.2308 -2.4131
C -1.3928 -1.1575 -2.7547
P 1.5740 1.3996 -1.9760
C -0.0621 1.4144 -2.8833
C 2.5312 -0.0439 -2.4842
C 2.4985 2.9034 -2.3073
H -3.1495 2.3079 -2.2042
H -3.8439 0.7275 -1.7320
H -3.5112 1.0828 -3.4295
H -0.9544 -1.1831 -3.7564
H -2.3942 -1.6103 -2.7753
H -0.7505 -1.7388 -2.0895
H 2.5647 3.0699 -3.3911
H 3.5131 2.7942 -1.8939
H 2.0265 3.7753 -1.8402
H -0.2793 2.4299 -3.2240
H 0.0650 0.7363 -3.7222
H 3.4086 -0.0872 -1.8287
H 2.8675 0.0241 -3.5167
H 1.9290 -0.9542 -2.3516
C -2.4548 4.6783 -0.5627
Si -2.0189 3.3439 0.6951
C -2.1804 4.1323 2.3963
C -3.3210 1.9857 0.6791
C -0.2350 2.8219 0.1558
Si 1.1626 3.5567 1.2783
C 0.9285 3.5195 3.1520
C 2.8739 2.8305 0.9651
C 1.1593 5.3814 0.7904
H -3.5034 4.9704 -0.4119
H -2.3266 4.3383 -1.5988
H -1.8214 5.5636 -0.4125
H -3.1324 4.6849 2.4120
H -2.2244 3.3738 3.1888
H -1.3807 4.8403 2.6408
H -2.9461 1.0262 0.2972
H -3.6990 1.8140 1.6963
H -4.1736 2.2843 0.0548
H -0.1098 3.4101 -0.7821
H 1.6766 2.8644 3.6165
H 1.1049 4.5380 3.5306
H -0.0599 3.2043 3.5027
H 3.4760 3.5540 0.4005
H 3.3843 2.6497 1.9228
H 2.8764 1.8878 0.4002
H 1.2996 5.5066 -0.2916
H 0.2260 5.8855 1.0786
H 1.9971 5.8635 1.3149

Quick look at the Löwdin charges, all values in e: atom 1 (Ir): 1.02, atom 2 (C): -0.24, atom 3 (C): -0.25, atom 4 (C): -0.45, atom 5 (C): -0.31, atom 6 (C): -0.26, atom 7 (C): -0.03, atom 8 (H): 0.08, atom 9 (H): 0.08, atom 10 (H): 0.10, atom 11 (C): -0.05, atom 12 (H): 0.08, atom 13 (H): 0.07, atom 14 (H): 0.11, atom 15 (C): -0.05, atom 16 (H): 0.11, atom 17 (H): 0.06, atom 18 (H): 0.05, atom 19 (C): -0.04, atom 20 (H): 0.11, atom 21 (H): 0.07, atom 22 (H): 0.07, atom 23 (C): -0.03, atom 24 (H): 0.10, atom 25 (H): 0.08, atom 26 (H): 0.08, atom 27 (C): -0.14, atom 28 (C): -0.18, atom 29 (C): -0.18, atom 30 (C): -0.17, atom 31 (C): -0.12, atom 32 (C): -0.16, atom 33 (C): -0.17, atom 34 (C): -0.16, atom 35 (H): 0.13, atom 36 (H): 0.11, atom 37 (H): 0.10, atom 38 (H): 0.11, atom 39 (H): 0.11, atom 40 (H): 0.09, atom 41 (H): 0.12, atom 42 (H): 0.11, atom 43 (H): 0.10, atom 44 (H): 0.13, atom 45 (H): 0.12, atom 46 (H): 0.10, atom 47 (P): 0.77, atom 48 (C): -0.23, atom 49 (C): -0.21, atom 50 (P): 0.75, atom 51 (C): -0.50, atom 52 (C): -0.24, atom 53 (C): -0.21, atom 54 (H): 0.05, atom 55 (H): 0.06, atom 56 (H): 0.03, atom 57 (H): 0.02, atom 58 (H): 0.08, atom 59 (H): 0.01, atom 60 (H): 0.03, atom 61 (H): 0.07, atom 62 (H): 0.04, atom 63 (H): 0.07, atom 64 (H): -0.01, atom 65 (H): 0.05, atom 66 (H): 0.02, atom 67 (H): 0.05, atom 68 (C): -0.18, atom 69 (Si): 0.44, atom 70 (C): -0.19, atom 71 (C): -0.21, atom 72 (C): -0.55, atom 73 (Si): 0.45, atom 74 (C): -0.19, atom 75 (C): -0.20, atom 76 (C): -0.18, atom 77 (H): 0.04, atom 78 (H): 0.02, atom 79 (H): 0.03, atom 80 (H): 0.05, atom 81 (H): 0.03, atom 82 (H): 0.02, atom 83 (H): -0.02, atom 84 (H): 0.04, atom 85 (H): 0.04, atom 86 (H): -0.03, atom 87 (H): 0.03, atom 88 (H): 0.05, atom 89 (H): 0.01, atom 90 (H): 0.03, atom 91 (H): 0.04, atom 92 (H): -0.02, atom 93 (H): 0.03, atom 94 (H): 0.03, atom 95 (H): 0.04



(4)
The following is a DFT calculation (ωB97M-V/def2-TZVPD) of a structure of composition C4H7HgO3.

2S+1: 2
Kohn-Sham gap (spin up / spin down): 8.63 / 7.99 eV
energy relative to the best compared isomer or geometry (same formula, charge and spin): 0.000 eV

Geometry (Å):
Hg 0.2453 1.3389 -0.1846
C -2.4291 -1.7318 0.5833
C -1.0853 -2.2995 0.9029
C -1.0344 -3.6575 1.5324
O -0.2361 -1.3669 1.4124
C -0.2450 -2.5659 -1.0575
O 0.0766 -3.7085 -1.0679
O -0.3347 -1.4815 -1.5274
H -2.9920 -1.5727 1.5092
H -2.9962 -2.4139 -0.0480
H -2.3289 -0.7725 0.0793
H -1.4531 -3.6062 2.5431
H -0.0116 -4.0287 1.5957
H -1.6170 -4.3670 0.9508
H 0.5497 -1.7866 1.7833

Quick look at the natural (NBO) charges, all values in e: atom 1 (Hg): 0.00, atom 2 (C): -0.69, atom 3 (C): 0.36, atom 4 (C): -0.69, atom 5 (O): -0.67, atom 6 (C): 0.93, atom 7 (O): -0.56, atom 8 (O): -0.56, atom 9 (H): 0.22, atom 10 (H): 0.23, atom 11 (H): 0.25, atom 12 (H): 0.22, atom 13 (H): 0.23, atom 14 (H): 0.24, atom 15 (H): 0.49



(5)
The following is a DFT calculation (ωB97M-V/def2-TZVPD) of the molecule C8H16O4.

2S+1: 1
SMILES: CC(C)C[C@H](C)COOC(=O)O
Kohn-Sham gap: 10.79 eV
energy relative to the best compared isomer or geometry (same formula, charge and spin): 3.226 eV

Geometry (Å):
C 0.6773 -1.5071 0.8125
C 1.5400 -0.9076 -0.3165
C 2.9611 -1.4734 -0.2297
C 1.6528 0.6265 -0.2876
C 0.3618 1.4663 -0.2924
C -0.2349 1.7380 1.1072
C -0.6776 0.9385 -1.2870
O -1.5335 -0.0591 -0.7235
O -2.8548 0.5325 -0.6796
C -3.6880 -0.4253 -0.1835
O -3.6305 -1.5893 -0.4058
O -4.6338 0.2064 0.5383
H -0.2661 -1.8944 0.4297
H 0.4422 -0.7788 1.5854
H 1.1946 -2.3477 1.2779
H 1.1290 -1.1969 -1.2883
H 3.3441 -1.3184 0.7833
H 2.9682 -2.5494 -0.4085
H 3.6450 -0.9787 -0.9216
H 2.2747 0.9163 0.5660
H 2.2153 0.9101 -1.1844
H 0.6433 2.4458 -0.6900
H 0.3764 1.2791 1.8828
H -0.2474 2.8073 1.3172
H -1.2487 1.3540 1.2039
H -0.1848 0.4633 -2.1396
H -1.2846 1.7518 -1.6798
H -4.9413 -0.4098 1.2134

Quick look at the natural (NBO) charges, all values in e: atom 1 (C): -0.62, atom 2 (C): -0.23, atom 3 (C): -0.59, atom 4 (C): -0.38, atom 5 (C): -0.25, atom 6 (C): -0.62, atom 7 (C): -0.09, atom 8 (O): -0.25, atom 9 (O): -0.28, atom 10 (C): 0.96, atom 11 (O): -0.57, atom 12 (O): -0.69, atom 13 (H): 0.23, atom 14 (H): 0.21, atom 15 (H): 0.21, atom 16 (H): 0.19, atom 17 (H): 0.20, atom 18 (H): 0.21, atom 19 (H): 0.20, atom 20 (H): 0.20, atom 21 (H): 0.20, atom 22 (H): 0.21, atom 23 (H): 0.21, atom 24 (H): 0.21, atom 25 (H): 0.22, atom 26 (H): 0.19, atom 27 (H): 0.21, atom 28 (H): 0.50



(6)
The following is a DFT calculation (ωB97M-V/def2-TZVPD) of a cluster of 2 separate species, C7H18BrI2O2P2 in total.

2S+1: 1
total charge: -1
Kohn-Sham gap: 4.04 eV

Geometry (Å):
C 1.3503 -1.0583 -0.3593
C 0.6099 -1.4769 1.0424
I -1.5678 -1.0974 0.7337
C 1.0275 -0.5757 2.3468
I 0.2422 -1.5262 4.2040
P 2.9006 -0.2663 2.5543
Br 3.4736 -2.4238 2.1367
P 2.5486 1.8461 3.1474
C 1.7892 2.8494 1.7109
O 1.3723 1.8449 4.4547
H 1.1019 -1.9275 -1.1390
H 1.0121 -0.0350 -0.8167
H 2.5328 -1.0466 -0.2855
H 0.6702 -2.6440 1.2784
H 0.4590 0.4543 2.2598
H 3.5554 -0.4136 3.8616
H 3.6205 0.2500 1.3845
H 0.6572 2.5459 1.4864
H 1.7243 3.9807 2.0855
H 2.4536 2.8790 0.7412
H 1.6902 2.5897 5.0721
C -3.7417 0.5904 -3.2024
C -2.5502 -0.1564 -3.8244
C -2.6312 -1.6453 -3.4476
O -1.4425 0.3356 -3.2974
H -3.7606 0.5128 -2.1072
H -3.7281 1.6560 -3.4634
H -4.6865 0.1760 -3.5740
H -2.7037 -0.1136 -4.9121
H -2.6093 -1.8055 -2.3615
H -1.8046 -2.2169 -3.8881
H -3.5650 -2.0819 -3.8216

Quick look at the natural (NBO) charges, all values in e: atom 1 (C): -0.69, atom 2 (C): -0.37, atom 3 (I): 0.12, atom 4 (C): -0.68, atom 5 (I): 0.15, atom 6 (P): 0.60, atom 7 (Br): -0.37, atom 8 (P): 0.62, atom 9 (C): -0.99, atom 10 (O): -0.97, atom 11 (H): 0.26, atom 12 (H): 0.27, atom 13 (H): 0.21, atom 14 (H): 0.26, atom 15 (H): 0.26, atom 16 (H): 0.05, atom 17 (H): 0.05, atom 18 (H): 0.24, atom 19 (H): 0.24, atom 20 (H): 0.26, atom 21 (H): 0.49, atom 22 (C): -0.62, atom 23 (C): 0.13, atom 24 (C): -0.62, atom 25 (O): -0.97, atom 26 (H): 0.18, atom 27 (H): 0.19, atom 28 (H): 0.15, atom 29 (H): 0.06, atom 30 (H): 0.18, atom 31 (H): 0.19, atom 32 (H): 0.15